Density functional theory data (the ωB97M-V functional and the def2-TZVPD basis) for a 9-piece molecular cluster, C57H62Cl2F4I2N10O7P2 overall.

- gap between HOMO and LUMO (eV) = 5.4
- LUMO level (eV) = -2.5982
- SMILES = CC(=O)N(C)c1c(C[C@H](O)C(F)(F)F)c(Cl)c(CCCN)c2c1C(=O)c1c(c(CC(=O)I)c(F)c(P(O)I)c1P(O)Cl)C2=O.c1cc[nH]c1.c1cc[nH]c1.c1cc[nH]c1.c1cc[nH]c1.c1cc[nH]c1.c1cc[nH]c1.c1cc[nH]c1.c1cc[nH]c1
- max |F| (Eh/bohr) = 0.17925
- net charge = 0
- E (eV) = -160015.3323

Atoms and positions in Å:
C1 2.709 4.164 7.139
H1 1.193 4.328 -5.118
N1 3.673 3.979 6.183
C2 -6.942 2.893 4.632
H2 2.339 9.043 -0.972
P1 -4.358 2.250 -1.400
H3 2.419 5.113 -2.478
C3 4.688 4.566 2.643
H4 7.014 4.374 2.201
C4 2.751 3.089 7.999
H5 2.114 2.944 8.862
H6 -5.918 -2.518 5.729
N2 -4.745 -6.855 6.171
C5 -6.912 1.595 4.173
H7 -0.831 -6.298 -2.638
H8 -4.164 -1.288 4.061
C6 2.088 6.942 -3.503
H9 0.533 -5.947 -4.546
O1 6.494 3.569 4.108
H10 2.477 -7.853 -4.569
H11 -4.321 -9.269 -8.203
H12 5.122 2.464 5.767
H13 -5.327 -1.311 1.599
C7 5.361 3.832 -3.375
H14 -4.421 -8.382 7.630
C8 6.023 2.216 2.050
H15 5.884 3.131 -5.485
C9 -5.518 -6.520 8.228
O2 -4.468 3.576 -0.229
C10 2.461 6.877 -1.299
N3 -6.662 0.773 5.241
H16 -4.301 -7.288 5.372
C11 3.774 2.223 7.543
C12 0.302 -4.435 -2.114
H17 -3.666 1.353 1.712
Cl1 7.331 3.804 -0.564
C13 4.324 2.796 6.417
H18 3.872 4.616 5.422
C14 -0.413 3.161 -3.842
N4 3.201 0.638 1.965
C15 -5.346 -5.623 6.172
H19 -2.407 -8.629 -6.709
C16 -5.446 -7.699 -7.063
N5 -1.759 -4.838 -1.384
C17 5.644 2.953 -0.630
C18 -5.838 -5.390 7.437
H20 -0.259 0.216 3.299
C19 2.058 8.240 -3.044
H21 5.951 1.702 -4.253
C20 -1.999 3.163 -3.318
H22 -0.968 -6.405 -6.508
N6 2.338 6.120 -2.435
H23 6.133 4.656 -2.993
I1 -5.991 2.611 -3.257
O3 1.200 2.173 2.295
H24 5.573 1.457 2.846
O4 2.754 2.055 -4.653
C21 -5.128 -1.703 3.798
C22 -2.559 2.307 -2.036
C23 -6.042 -2.344 4.668
H25 4.076 1.283 7.986
C24 1.657 -7.747 -5.269
H26 -7.115 3.773 4.028
H27 -7.047 1.187 3.180
H28 3.506 -1.187 3.100
H29 8.253 5.163 -3.840
H30 -8.051 -3.219 4.188
H31 -6.343 1.066 7.333
H32 -6.661 3.696 6.703
H33 -2.650 -5.290 -1.230
O5 1.092 -0.671 -0.444
C25 4.774 3.026 -2.049
C26 -0.109 -3.349 -1.304
C27 -1.385 -3.626 -0.864
F1 -2.951 4.034 -4.092
H34 1.941 -9.441 -6.706
F2 3.663 3.626 3.169
C28 -6.705 2.852 6.027
C29 2.314 2.180 -3.398
H35 -3.529 3.921 -0.062
Cl2 -3.579 -1.017 -0.252
H36 0.793 -1.167 2.559
H37 1.267 -0.373 4.302
C30 -7.135 -2.712 3.915
H38 1.953 6.534 -4.496
H39 -0.299 -8.412 -7.862
C31 5.048 2.149 0.708
H40 -0.608 5.087 -5.207
C32 0.686 2.264 -3.019
C33 1.815 0.969 2.455
N7 -6.909 -2.321 2.621
C34 -4.395 -8.505 -7.441
H41 4.456 4.361 -3.944
C35 -6.539 1.530 6.376
H42 7.103 1.805 1.776
N8 8.152 4.591 -4.710
N9 -0.163 -6.976 -6.285
H43 -5.559 -6.128 -5.472
H44 2.078 5.042 7.127
H45 -5.373 -5.019 5.275
C36 7.856 3.125 -4.344
H46 -6.369 -4.503 7.756
C37 0.247 -8.078 -6.990
H47 8.323 2.464 -5.220
H48 -2.961 -6.826 -5.050
H49 1.885 9.120 -3.648
F3 4.743 5.702 3.636
H50 -2.057 -3.065 -0.229
C38 0.032 4.084 -5.148
C39 -1.439 1.403 -1.195
C40 6.127 3.754 2.670
C41 -5.690 -1.700 2.541
H51 0.463 -2.462 -1.067
C42 -4.989 -6.878 -6.005
O6 -2.704 1.548 1.500
C43 3.509 -0.838 1.962
C44 0.862 -0.177 3.216
H52 -6.435 -7.703 -7.503
H53 6.868 4.452 4.435
F4 4.354 5.183 1.340
C45 2.295 8.199 -1.649
H54 7.344 4.945 -5.275
C46 3.315 2.212 -2.060
C47 -3.674 -7.209 -5.768
C48 0.688 -6.770 -5.231
C49 -0.245 3.252 -6.532
P2 -2.054 0.393 0.350
H55 -5.755 -6.669 9.273
O7 0.354 3.712 -7.661
H56 -6.581 -0.234 5.197
H57 2.657 6.413 -0.342
C50 -4.841 -7.407 7.422
C51 0.133 1.416 -1.687
C52 -0.734 -5.341 -2.143
C53 3.584 1.342 0.691
H58 -7.544 -2.467 1.846
H59 1.252 -4.545 -2.620
C54 6.223 2.836 -4.395
I2 -1.525 1.467 -6.721
C55 1.326 0.572 -0.873
H60 4.626 -0.961 1.597
C56 2.760 1.376 -0.722
N10 -3.319 -8.196 -6.650
H61 2.744 -1.514 1.391
C57 1.379 -8.575 -6.382
H62 8.358 2.800 -3.336

Atomic partial charges in e from the Mulliken method, atoms 1 to 99: -0.5563, -0.0841, 0.1595, -0.6414, 0.4002, 0.3691, 0.1347, 0.7227, 0.4242, -0.3907, 0.4014, 0.7822, -0.0006, -0.2871, 0.5081, 0.5093, -0.3699, 0.5018, -0.5012, 0.3961, 0.3636, 0.3349, 0.3281, -0.3733, 0.3671, -1.2234, 0.2860, -0.7251, -0.5004, -0.5795, 0.1112, 0.1974, -0.7386, -0.9659, 0.3373, -0.1913, -0.1987, 0.1720, -0.0705, 0.6170, -0.3684, 0.2711, -0.3570, 0.0240, 0.3408, -0.1384, 0.1963, -0.6476, 0.3382, 0.3086, 0.3235, 0.3500, 0.4037, -0.1314, -0.5654, 0.2103, -0.5377, -0.0363, -0.2517, -1.2695, 0.4049, -0.3950, 0.3918, 0.3976, 0.3580, 0.2725, 0.4672, 0.3450, 0.3895, 0.1997, -0.5883, 0.1583, 0.4802, -0.9524, -0.3075, 0.4194, -0.1709, -0.4756, -0.0287, 0.3562, -0.3185, 0.2145, 0.3509, -0.4170, 0.3720, 0.4904, -0.0410, 0.4427, 0.9403, 0.4250, 0.0017, -0.5691, 0.1653, -0.4985, 0.3988, -0.6157, -0.0609, 0.3866, 0.3931